This record from the OMol25 dataset describes C14H9BrN5O3PbS2 as an isolated structure. The level of theory is ωB97M-V with the def2-TZVPD basis set.

```
35
Properties=species:S:1:pos:R:3:mulliken_charge:R:1
Pb 0.386 1.935 0.844 0.9412
O -6.330 1.923 -0.046 -0.4754
C -5.037 1.868 0.257 0.8524
C -4.252 2.978 0.581 -0.7164
C -2.918 2.783 0.863 -0.3889
N -2.324 1.578 0.850 -0.0909
C -3.101 0.584 0.563 0.2727
Br -2.534 -1.294 0.890 0.1990
C -4.438 0.602 0.249 -0.4973
H -6.665 2.829 -0.034 0.3220
H -4.671 3.975 0.610 0.3444
H -2.285 3.627 1.109 0.3787
H -5.018 -0.278 0.013 0.4832
N 2.515 1.351 -0.510 -0.6010
N 2.101 0.451 -1.497 0.0490
C 0.746 0.187 -1.734 0.5140
O 0.451 -0.506 -2.682 -0.6331
O -0.096 0.663 -0.852 -0.4768
H 2.877 2.210 -0.917 0.2983
H 3.253 0.929 0.046 0.2173
H 2.724 0.267 -2.269 0.2416
S 0.231 -0.197 2.394 -0.2510
C 1.217 -1.187 1.318 0.3523
C 2.607 -1.192 1.453 -0.7923
C 3.432 -1.899 0.591 0.8650
C 4.854 -1.838 0.782 -0.2782
N 5.988 -1.784 0.956 -0.4332
C 2.877 -2.627 -0.470 0.1157
C 1.501 -2.639 -0.630 -0.9782
C 0.686 -1.959 0.274 0.8475
S -0.971 -2.347 -0.203 0.1035
C 3.707 -3.321 -1.410 -0.3334
N 4.359 -3.871 -2.179 -0.4253
H 3.046 -0.627 2.265 0.5411
H 1.082 -3.175 -1.475 0.4327
```

Summary:
Gap between HOMO and LUMO   6.54 eV
HOMO energy   -11.729 eV
Net charge   +1
E   -4601.35219 a.u.
Maximum force   0.6 eV/A
LUMO level   -5.19 eV



This record from the OMol25 dataset describes one molecule with the formula CH2O3. The level of theory is ωB97M-V with the def2-TZVPD basis set.

```
6
Properties=species:S:1:pos:R:3:mulliken_charge:R:1
C 0.399 0.130 0.012 -0.0152
O -0.629 -0.875 0.141 0.1168
O -0.038 1.294 0.093 -0.4725
O -1.737 -0.317 0.003 -0.1647
H 1.126 -0.309 0.718 0.2440
H 0.879 0.077 -0.967 0.2917
```

Summary:
Gap between HOMO and LUMO (alpha / beta)   6.77 / 6.81 eV
HOMO energy (alpha / beta)   -9.891 / -9.917 eV
E   -264.75342 a.u.
Maximum force   1.7 eV/A
ΔE to the lowest compared entry with this formula, charge and spin   794.9 kJ/mol
LUMO level (alpha / beta)   -3.12 / -3.10 eV



This record from the OMol25 dataset describes a 2-piece molecular cluster, C6H8FNO overall. The level of theory is ωB97M-V with the def2-TZVPD basis set.

```
17
Properties=species:S:1:pos:R:3:mulliken_charge:R:1
C -1.358 0.496 2.239 0.4126
C -0.564 -1.266 -0.694 0.3213
C 0.217 0.660 -1.733 -1.2095
C 1.856 -1.090 -0.704 -1.2961
C -0.991 1.576 1.623 -0.3610
C 0.511 -0.555 -0.944 0.7134
N -1.621 -0.592 2.654 -0.3617
O -1.588 -1.701 -0.394 -0.3992
F 0.183 2.231 1.831 -0.2605
H 0.558 0.525 -2.852 0.3213
H -0.943 0.916 -1.739 0.2757
H 0.784 1.485 -1.317 0.2970
H 2.016 -2.174 -0.789 0.3738
H 2.528 -0.661 -1.483 0.3163
H 2.242 -0.778 0.251 0.2689
H -1.496 1.747 0.731 0.3134
H -2.333 -0.817 3.322 0.2742
```

Summary:
Gap between HOMO and LUMO   8.83 eV
HOMO energy   -8.129 eV
E   -463.15112 a.u.
SMILES   CC(C)=C=O.N=C=CF
Maximum force   2.8 eV/A
ΔE to the lowest compared entry with this formula, charge and spin   258.8 kJ/mol
LUMO level   0.70 eV



This record from the OMol25 dataset describes C40H21ClCrF4N6O7 as an isolated structure. The level of theory is ωB97M-V with the def2-TZVPD basis set.

```
80
Properties=species:S:1:pos:R:3:mulliken_charge:R:1
Cr 0.389 -1.037 -0.026 -0.9835
O -0.673 -0.245 4.517 -0.7046
C -0.444 -1.009 3.582 -0.0566
O -1.236 -1.762 2.960 -0.8056
C 1.026 -1.046 3.118 0.7317
C 2.033 -0.820 4.052 -0.5049
C 3.353 -1.023 3.707 -0.5858
C 3.656 -1.516 2.444 -0.8046
C 2.612 -1.704 1.566 0.6056
N 1.342 -1.408 1.872 0.9698
C 2.739 -2.385 0.226 0.0696
O 3.803 -2.719 -0.243 -0.7439
O 1.558 -2.613 -0.281 -0.4672
H 1.730 -0.494 5.036 0.5981
H 4.140 -0.835 4.425 0.4509
H 4.657 -1.770 2.130 0.5718
N -1.025 -2.392 0.367 0.2217
C -2.263 -2.634 -0.319 0.5580
C -2.963 -3.764 0.094 -0.6915
C -4.194 -4.078 -0.444 -0.6785
C -4.743 -3.229 -1.390 -0.8773
C -4.047 -2.108 -1.796 -1.4741
C -2.773 -1.786 -1.305 0.9097
C -2.100 -0.550 -1.807 1.3392
C -2.617 0.095 -2.946 -1.1443
C -2.171 1.331 -3.363 -1.1430
C -1.192 1.992 -2.634 -1.1712
C -0.613 1.357 -1.551 0.1290
C -1.016 0.076 -1.206 0.8891
H -1.185 -2.156 1.408 0.4060
H -0.477 -3.252 0.383 0.6006
H -2.528 -4.381 0.869 0.4757
H -4.726 -4.957 -0.108 0.3912
H -5.723 -3.425 -1.803 0.3981
H -4.526 -1.447 -2.499 0.3555
H -3.385 -0.390 -3.527 0.3732
H -2.606 1.788 -4.242 0.4761
H -0.874 2.989 -2.909 0.4401
H 0.173 1.847 -0.991 0.5617
F -2.882 4.277 3.941 -0.3405
C -1.579 4.036 4.121 -0.0793
C -0.909 4.816 5.017 0.0703
F -1.603 5.762 5.658 -0.3415
C 0.476 4.669 5.297 0.3256
C 1.092 3.633 4.548 -0.2009
C 0.417 2.856 3.655 0.4167
F 1.121 1.937 2.982 -0.2059
C -0.964 2.995 3.384 1.1172
C -1.668 2.179 2.469 -0.1814
C -1.052 1.164 1.738 1.0530
N -0.547 0.337 1.107 -0.6212
C -3.070 2.251 2.245 -0.2135
N -4.194 2.270 2.003 -0.6567
F 2.399 3.402 4.707 -0.3610
C 1.173 5.476 6.214 0.6453
C 0.583 6.565 6.909 0.0212
N 0.181 7.471 7.495 -0.5933
C 2.543 5.293 6.534 0.0610
N 3.645 5.190 6.855 -0.5975
C 2.469 -3.366 -4.791 -1.2815
C 1.616 -2.221 -5.244 1.1290
C 0.554 -2.398 -6.117 -0.8644
C -0.250 -1.328 -6.472 0.2336
Cl -1.591 -1.591 -7.558 -0.2712
C -0.019 -0.064 -5.970 -0.7580
C 1.045 0.131 -5.103 -0.2887
C 1.853 -0.939 -4.748 0.4538
O 2.951 -0.822 -3.921 -0.4867
C 2.882 0.078 -2.845 -1.0426
C 1.870 -0.336 -1.806 1.7349
O 0.912 -1.090 -2.076 -0.4495
O 1.969 0.111 -0.620 -0.7751
H 2.140 -4.294 -5.253 0.4090
H 2.419 -3.471 -3.707 0.2044
H 3.517 -3.201 -5.043 0.2909
H 0.339 -3.383 -6.509 0.3681
H -0.666 0.757 -6.241 0.4127
H 1.209 1.114 -4.690 0.2847
H 2.648 1.101 -3.165 0.3358
H 3.863 0.095 -2.369 0.3576
```

Summary:
2S+1   4
Gap between HOMO and LUMO (alpha / beta)   6.07 / 5.70 eV
HOMO energy (alpha / beta)   -5.263 / -5.935 eV
Net charge   -1
<S²>   4.07
E   -4296.34971 a.u.
Maximum force   0.6 eV/A
LUMO level (alpha / beta)   0.81 / -0.24 eV